Below is a cluster of 3 separate species, C2H12NO3 in total at a distorted geometry, with properties calculated with ωB97M-V with the def2-TZVPD basis set.

Each line ends with the Löwdin spin population.
Element x y z (Å)
O -0.737 2.031 -1.134  0.05
O -0.183 -3.267 -0.486  0.16
O -0.417 0.491 2.481  0.14
N -0.430 -0.440 -0.364  0.09
C 0.850 0.294 -0.661  0.11
C 0.571 1.799 -0.652  0.06
H -1.209 0.412 3.037  0.04
H 0.269 0.810 3.098  0.04
H -0.828 -0.233 0.565  0.06
H 1.530 0.042 0.147  0.03
H -0.908 -3.843 -0.195  0.05
H 1.320 2.270 -1.303  0.01
H -0.824 2.951 -1.406  0.01
H -0.343 -1.484 -0.391  0.03
H 1.153 -0.050 -1.646  0.02
H -1.142 -0.159 -1.051  0.06
H 0.706 2.176 0.366  0.01
H 0.623 -3.800 -0.405  0.04

Properties
relative energy (zero: lowest compared OMol25 entry of this formula, charge and spin) = 1.339 eV
HOMO level (spin up / spin down) = -2.46 / -11.09 eV
spin multiplicity = 2
lowest unoccupied orbital energy (spin up / spin down) = 0.725 / 0.572 eV
<S²> = 0.750
orbital gap (spin up / spin down) = 3.18 / 11.66 eV
total energy = -363.7437 a.u.

Below is an isolated molecule of C10H14N4O2 at a distorted geometry, with properties calculated with ωB97M-V with the def2-TZVPD basis set.

Each line ends with the Mulliken charge.
Element x y z (Å)
O 1.422 3.202 0.194  -0.40
O 2.917 -0.433 -2.094  -0.59
N 0.995 -0.646 -0.947  -0.43
N -0.961 -0.907 0.256  0.21
N 0.226 1.279 0.163  -0.46
N -3.477 -2.258 0.490  -0.35
C 1.370 1.830 0.056  0.47
C 2.718 3.508 -0.165  -0.56
C -3.095 -1.305 1.588  -0.82
C 0.134 -0.044 -0.112  0.29
C -1.091 -2.283 -0.364  -0.41
C -2.006 -0.256 1.134  -0.46
C 2.135 0.064 -1.351  -0.09
C 3.210 2.461 -1.043  -0.52
C -2.365 -3.106 0.102  -0.66
C 2.584 1.224 -0.509  0.48
H -2.786 -3.901 -0.603  0.32
H 3.233 3.511 0.791  0.31
H -2.003 -3.706 0.957  0.29
H -2.626 0.395 0.510  0.29
H -2.787 -1.779 2.540  0.31
H -3.908 -1.725 -0.320  0.28
H 3.317 0.681 0.200  0.23
H 2.814 2.696 -2.044  0.25
H -1.366 -2.069 -1.396  0.32
H -4.045 -0.749 1.830  0.34
H -0.133 -2.858 -0.151  0.33
H 2.863 4.459 -0.630  0.39
H 4.358 2.394 -1.054  0.27
H -1.647 0.321 1.971  0.38

Properties
relative energy (zero: lowest compared OMol25 entry of this formula, charge and spin) = 1.704 eV
HOMO level = -8.63 eV
spin multiplicity = 1
lowest unoccupied orbital energy = 0.078 eV
orbital gap = 8.70 eV
total energy = -758.8850 a.u.
structure (SMILES) = O=C1N=C(N2CCNCC2)N=C2OCC[C@H]12

Below is a cluster of 10 separate species, C31H33F9O30 in total at a distorted geometry, with properties calculated with ωB97M-V with the def2-TZVPD basis set.

Each line ends with the Mulliken charge.
Element x y z (Å)
F -1.759 1.591 1.004  -0.21
F 8.167 0.187 1.623  -0.28
F -2.233 -5.035 0.930  -0.30
F -4.184 3.954 -5.612  -0.29
F -6.519 -8.944 -5.521  -0.29
F 1.425 -0.399 0.398  -0.19
F 0.520 -8.523 -4.416  -0.30
F 9.108 3.305 8.934  -0.28
F -6.515 8.248 3.719  -0.29
O -4.333 8.681 3.978  -0.30
O -1.864 -3.233 2.208  -0.33
O -2.640 -0.087 -2.545  -0.59
O -5.459 3.862 1.932  -0.59
O 9.937 1.300 2.424  -0.31
O 4.889 1.457 2.464  -0.55
O 8.095 2.357 7.176  -0.24
O -2.079 8.328 3.901  -0.56
O 1.236 -6.406 -4.270  -0.32
O -3.965 6.438 -1.939  -0.56
O -3.501 7.081 2.615  -0.25
O 2.642 1.647 2.846  -0.29
O -3.506 2.681 1.882  -0.31
O -2.112 -9.032 -4.990  -0.53
O 1.594 -4.242 -4.904  -0.61
O -4.860 2.675 0.072  -0.34
O -2.532 4.857 -2.763  -0.29
O 11.095 2.838 3.651  -0.57
O -1.346 -2.238 -2.804  -0.33
O 6.037 2.086 8.071  -0.31
O 0.416 1.150 -2.799  -0.51
O -4.389 -9.032 -4.835  -0.28
O -2.837 -1.674 0.891  -0.15
O -1.676 -1.024 2.752  -0.53
O 3.395 0.209 1.273  -0.30
O -0.018 -5.505 -5.922  -0.31
O 8.952 2.270 4.213  -0.25
O 6.509 1.192 6.019  -0.56
O -3.398 -8.196 -6.687  -0.33
O -4.344 5.468 -3.970  -0.30
C -5.347 -8.271 -5.535  0.30
C -2.793 -3.887 1.374  0.29
C -4.673 3.137 1.346  0.61
C 2.056 -0.125 1.562  0.18
C -3.110 1.617 1.047  0.47
C 0.991 -5.296 -5.022  0.62
C -3.207 -8.778 -5.463  0.66
C 8.804 0.534 2.764  0.34
C -3.460 4.784 -4.829  0.32
C -5.339 8.330 3.056  0.39
C 0.696 -1.269 -1.736  -0.17
C 3.740 1.133 2.213  0.50
C 1.513 1.117 2.181  -0.22
C -3.209 8.053 3.532  0.61
C -3.677 1.986 -0.281  -0.02
C -1.500 -0.754 -2.742  0.41
C -2.593 4.012 -3.894  -0.26
C -2.088 -1.903 2.013  0.63
C -2.993 -2.925 0.253  -0.01
C 6.843 2.715 9.046  -0.44
C 10.081 2.193 3.444  0.55
C -4.911 6.989 2.566  -0.43
C -4.792 -8.197 -6.916  -0.40
C 0.058 -0.272 -2.914  0.07
C -0.354 -6.875 -5.833  0.05
C -3.644 5.653 -2.815  0.69
C 7.954 3.282 8.230  0.28
C 0.010 -2.673 -2.331  -0.02
C 7.975 1.476 3.570  -0.29
C 6.853 1.822 7.005  0.61
C 0.112 -7.234 -4.464  0.39
H 0.645 -3.061 -3.261  -0.01
H -3.703 -4.111 1.941  0.29
H 1.854 -1.258 -1.571  0.33
H 0.704 0.911 2.887  0.27
H -2.238 -3.028 -0.534  -0.18
H -3.023 2.656 -0.850  0.07
H -2.918 5.506 -5.450  0.30
H -1.430 -7.024 -5.958  -0.12
H 1.429 1.245 -2.897  0.36
H -5.405 9.094 2.274  0.28
H -0.624 -7.047 -3.675  0.33
H -3.489 0.672 1.450  0.11
H -5.244 6.174 3.216  0.25
H 0.171 -7.430 -6.618  0.26
H 7.348 0.958 4.300  0.37
H -5.255 6.789 1.548  0.28
H 6.283 3.488 9.579  0.27
H -5.103 -7.289 -7.441  0.27
H 0.030 -0.939 -0.802  -0.02
H -5.060 -9.065 -7.527  0.29
H 2.028 -1.002 2.217  0.26
H -3.032 3.051 -3.606  0.18
H -1.595 3.833 -4.304  0.25
H 0.428 -0.838 -3.886  0.24
H 7.188 1.968 9.769  0.29
H 0.071 -3.585 -1.600  0.30
H -3.901 1.110 -0.895  0.19
H 7.338 2.116 2.950  0.27
H -5.471 -7.297 -5.048  0.29
H 9.116 -0.365 3.306  0.28
H 7.748 4.277 7.821  0.30
H 1.157 1.840 1.439  0.25
H -3.985 -3.014 -0.199  0.30

Properties
relative energy (zero: lowest compared OMol25 entry of this formula, charge and spin) = 6.263 eV
HOMO level = -10.59 eV
spin multiplicity = 1
lowest unoccupied orbital energy = -0.352 eV
orbital gap = 10.24 eV
total energy = -4357.0319 a.u.
structure (SMILES) = O=C1OC[C@@H](F)O1.O=C1OC[C@@H](F)O1.O=C1OC[C@@H](F)O1.O=C1OC[C@@H](F)O1.O=C1OC[C@@H](F)O1.O=C1OC[C@@H](F)O1.O=C1OC[C@@H](F)O1.O=C1OC[C@@H](F)O1.O=C1OC[C@@H](F)O1.O=C1OCC[C@@H]1O